#i
Entry from OMol25: an isolated molecule of C3H7N3S (ωB97M-V with the def2-TZVPD basis set).

## Properties
- Molar mass: 117.2 u
- SMILES: C=C/C(=N/N)NS
- Gap between HOMO and LUMO: 9.27 eV

Cartesian coordinates (Å):
1 C -2.337 -0.694 -0.091
2 C -1.583 0.384 -0.166
3 C -0.123 0.438 0.005
4 N 0.479 1.483 -0.302
5 N 1.795 1.602 0.032
6 N 0.574 -0.651 0.616
7 S 1.204 -1.906 -0.299
8 H -3.378 -0.666 -0.328
9 H -1.887 -1.704 0.138
10 H -2.105 1.328 -0.385
11 H 2.355 2.261 -0.591
12 H 2.291 0.674 0.127
13 H 0.166 -0.929 1.496
14 H 2.548 -1.621 -0.251

natural (NBO) atomic charge list, values in e, 2 entries: -0.385 -0.227

#ii
Entry from OMol25: an isolated molecule of C3H7N3S (ωB97M-V with the def2-TZVPD basis set).

## Properties
- Molar mass: 117.2 u
- Gap between HOMO and LUMO: 8.05 eV

Cartesian coordinates (Å):
1 C -0.223 -0.309 1.424
2 C 1.212 0.026 1.682
3 C -0.356 0.139 -2.255
4 N -0.962 0.725 1.024
5 N -1.558 1.201 0.190
6 N -1.235 -0.565 -1.413
7 S -0.592 -1.593 -0.346
8 H -0.706 -0.993 2.147
9 H 1.304 1.110 1.540
10 H 1.821 -0.358 0.922
11 H 1.476 -0.236 2.696
12 H 0.720 -0.026 -1.908
13 H -0.293 -0.251 -3.292
14 H -0.607 1.130 -2.412

natural (NBO) atomic charge list, values in e, 2 entries: -0.193 -0.637

#iii
Entry from OMol25: an isolated molecule of C3H7N3S (ωB97M-V with the def2-TZVPD basis set).

## Properties
- Molar mass: 117.2 u
- SMILES: C=N/N=C\CSN
- Gap between HOMO and LUMO: 9.49 eV

Cartesian coordinates (Å):
1 C -2.379 -0.693 -0.310
2 N -1.503 0.074 -0.868
3 N -1.186 1.305 -0.712
4 C -0.149 1.839 -0.308
5 C 1.041 1.212 0.373
6 S 2.115 0.232 -0.694
7 N 1.428 -1.336 -0.318
8 H -2.984 -0.507 0.646
9 H -2.741 -1.713 -0.510
10 H -0.184 2.870 -0.416
11 H 1.685 1.825 0.893
12 H 0.771 0.559 1.322
13 H 1.298 -1.920 -1.080
14 H 2.173 -1.702 0.236

natural (NBO) atomic charge list, values in e, 2 entries: -0.148 -0.206

Unit: kJ/mol. Relative energies: #i 0.0; #ii 175.1; #iii 134.9.

#i
Entry from OMol25: a cluster of 2 separate species, C3H7N3S in total (ωB97M-V with the def2-TZVPD basis set).

## Properties
- Molar mass: 117.2 u
- Gap between HOMO and LUMO: 5.00 eV

Cartesian coordinates (Å):
1 C -2.532 0.226 -0.233
2 C 1.509 -1.737 -0.107
3 C 0.623 2.003 0.395
4 N -3.062 -0.939 -0.102
5 N -2.165 1.345 -0.202
6 N 1.340 -0.389 0.160
7 S 0.570 0.587 -0.673
8 H 2.579 -1.891 -0.264
9 H 1.052 -2.297 0.858
10 H 0.982 -2.095 -1.076
11 H -0.383 2.517 0.633
12 H 1.360 2.750 0.069
13 H 0.956 1.510 1.365
14 H -2.829 -1.594 -0.825

natural (NBO) atomic charge list, values in e, 2 entries: 0.464 -0.456

#ii
Entry from OMol25: a structure of composition C3H7N3S (ωB97M-V with the def2-TZVPD basis set).

## Properties
- Molar mass: 117.2 u
- Gap between HOMO and LUMO: 9.30 eV

Cartesian coordinates (Å):
1 C -2.521 -0.553 0.292
2 C -0.101 0.335 -0.183
3 C 2.286 0.583 0.028
4 H -2.291 -0.862 -0.838
5 H -2.303 -1.513 0.957
6 H -3.616 -0.317 0.465
7 H -1.002 -0.859 -1.462
8 H 0.814 0.853 1.661
9 H 3.045 0.709 0.996
10 H 3.696 0.222 -0.916
11 N -0.069 -0.597 -0.993
12 N 0.960 0.954 0.368
13 N 2.659 0.212 -1.121
14 S -1.556 0.834 0.746

natural (NBO) atomic charge list, values in e, 2 entries: -0.783 0.293

#iii
Entry from OMol25: an isolated molecule of C3H7N3S (ωB97M-V with the def2-TZVPD basis set).

## Properties
- Molar mass: 117.2 u
- SMILES: CC(=S)N/N=C\N
- Gap between HOMO and LUMO: 9.29 eV

Cartesian coordinates (Å):
1 C 2.438 -0.502 0.247
2 C 1.106 0.153 -0.133
3 S 0.953 1.768 -0.414
4 N 0.066 -0.716 -0.001
5 N -1.180 -0.661 -0.829
6 C -2.261 -0.013 -0.347
7 N -2.284 0.850 0.635
8 H 2.928 0.032 0.981
9 H 2.369 -1.561 0.446
10 H 3.001 -0.486 -0.645
11 H 0.544 -1.711 -0.219
12 H -3.158 0.021 -1.116
13 H -1.340 1.513 0.646
14 H -3.181 1.312 0.751

natural (NBO) atomic charge list, values in e, 2 entries: -0.664 0.123

Unit: kJ/mol. Relative energies: #i 242.4; #ii 75.9; #iii 0.0.